ORCA calculation (the ωB97M-V functional and the def2-TZVPD basis) on 7 unconnected molecules or ions with the total composition C34H55ClNO20 in a non-equilibrium geometry.

```
! wB97M-V def2-TZVPD RIJCOSX def2/J DEFGRID3
* xyz -1 1
C 4.2135 -3.2027 2.5079
C 4.6752 -1.8065 1.7289
C 4.1899 -1.7496 0.1656
C 3.3797 -0.3397 -0.2296
C 2.7492 -0.3900 -1.7707
N 2.4891 0.1976 0.8214
C 1.1560 -0.3878 1.0265
Cl 0.8685 -0.3719 2.9006
C 0.8586 -1.9157 0.5674
C -0.5878 -2.5366 1.1345
C -0.7776 -4.0284 0.4009
C -0.1050 0.5419 0.4394
O -0.0620 1.2487 -0.6899
O -1.3647 0.6532 1.2411
H 5.1748 -3.8992 2.6107
H 3.8354 -2.9843 3.6102
H 3.4355 -3.8041 1.8598
H 4.3492 -0.8987 2.3905
H 5.8689 -1.8064 1.7447
H 5.1849 -1.7473 -0.4937
H 3.5780 -2.6934 -0.1947
H 4.2768 0.4469 -0.3369
H 2.0557 0.5188 -2.0206
H 2.2957 -1.4419 -2.0494
H 3.7012 -0.2689 -2.4824
H 2.9572 0.6066 1.6559
H 1.6832 -2.6673 0.9921
H 0.7906 -2.0790 -0.6131
H -0.5801 -2.7373 2.2866
H -1.5163 -1.9049 0.7588
H 0.2457 -4.2967 -0.1025
H -1.1136 -4.7954 1.2229
H -1.6558 -3.9506 -0.4035
C 1.0333 -4.7656 -5.4801
C 2.4371 -4.7844 -4.9078
C 2.5077 -5.2769 -3.4945
O 3.6895 -4.6556 -3.0196
C 3.8344 -3.5029 -3.7431
O 4.6345 -2.6219 -3.4835
O 2.9581 -3.4719 -4.7921
H 1.0093 -4.1980 -6.4162
H 0.6745 -5.7807 -5.6728
H 0.3320 -4.2732 -4.7971
H 3.1039 -5.3507 -5.5696
H 2.5892 -6.3654 -3.4306
H 1.6707 -4.9429 -2.8706
C 2.5213 1.1419 8.8691
C 3.0433 0.9825 7.4547
C 2.0185 1.2586 6.3970
O 2.5028 0.4965 5.3047
C 3.2055 -0.5460 5.8458
O 3.6078 -1.5073 5.2151
O 3.3906 -0.3650 7.1882
H 3.2304 0.7192 9.5886
H 2.3584 2.1960 9.1109
H 1.5767 0.6039 9.0074
H 3.9444 1.5927 7.3170
H 1.9583 2.3182 6.1342
H 1.0163 0.8947 6.6507
C -3.7667 0.2967 7.5463
C -2.3629 0.2779 8.1186
C -2.2923 -0.2146 9.5320
O -1.1105 0.4067 10.0069
C -0.9656 1.5595 9.2833
O -0.1655 2.4404 9.5430
O -1.8419 1.5904 8.2344
H -3.7907 0.8643 6.6102
H -4.1255 -0.7184 7.3536
H -4.4680 0.7891 8.2293
H -1.6961 -0.2884 7.4568
H -2.2108 -1.3031 9.5958
H -3.1293 0.1194 10.1559
C -4.7724 1.8665 -0.2091
C -5.5182 2.1823 1.0725
C -4.6310 2.3074 2.2735
O -5.5162 1.9908 3.3339
C -6.4651 1.1576 2.8059
O -7.2803 0.5364 3.4641
O -6.3714 1.1134 1.4427
H -5.4733 1.5694 -0.9963
H -4.2001 2.7324 -0.5537
H -4.0822 1.0266 -0.0709
H -6.1419 3.0739 0.9330
H -4.2251 3.3154 2.3950
H -3.8070 1.5850 2.2881
C 0.4534 2.6447 -3.9035
C 0.5405 1.5489 -4.9476
C 0.9020 2.0434 -6.3150
O 0.3442 1.0449 -7.1517
C -0.7183 0.5199 -6.4668
O -1.5466 -0.2313 -6.9498
O -0.7266 0.9555 -5.1709
H -0.0234 2.2682 -2.9925
H 1.4469 3.0259 -3.6510
H -0.1604 3.4814 -4.2556
H 1.2227 0.7602 -4.6068
H 1.9826 2.1161 -6.4654
H 0.4390 3.0031 -6.5716
C -3.9912 3.7903 -10.0804
C -2.5874 3.7716 -9.5081
C -2.5168 3.2790 -8.0948
O -1.3350 3.9003 -7.6199
C -1.1901 5.0531 -8.3434
O -0.3900 5.9341 -8.0838
O -2.0663 5.0841 -9.3924
H -4.0152 4.3579 -11.0166
H -4.3500 2.7753 -10.2732
H -4.6925 4.2827 -9.3974
H -1.9206 3.2052 -10.1700
H -2.4353 2.1905 -8.0309
H -3.3537 3.6130 -7.4709
*
```

molecular weight: 833.3 g mol⁻¹
maximum force: 7.2 eV/Å
LUMO level: 2.089 eV
electronic energy: -3348.24145 Eh
HOMO level: -4.5 eV

Atomic partial charges in e from the Löwdin method, atoms 1 to 8: atom 1 (C): -0.1360, atom 2 (C): -0.2329, atom 3 (C): -0.1757, atom 4 (C): -0.3335, atom 5 (C): -0.0779, atom 6 (N): -0.0631, atom 7 (C): -0.5974, atom 8 (Cl): 0.6272

=====

ORCA calculation (the ωB97M-V functional and the def2-TZVPD basis) on a gas-phase ion, C2H6N5S (charge +1) in a non-equilibrium geometry.

```
! wB97M-V def2-TZVPD RIJCOSX def2/J DEFGRID3
* xyz 1 1
C 1.1889 0.0510 -0.2339
C -0.3639 0.0095 -0.2228
N -0.5195 -1.6193 0.2114
N 0.6002 -2.0119 0.3519
N 1.6343 -1.2017 0.0060
N -0.9578 0.3725 -1.3982
N -0.9000 0.7764 1.1404
S 2.0590 1.4454 -0.3574
H 2.5493 -1.5044 -0.1090
H -0.3366 0.8519 -2.0499
H -1.9560 0.0949 -1.5474
H -1.1838 0.0198 1.7184
H -1.7041 1.4326 1.0992
H -0.1099 1.2833 1.3914
*
```

molecular weight: 132.2 g mol⁻¹
relative energy (zero: lowest compared OMol25 entry of this formula, charge and spin): 50.05 kcal per mole
maximum force: 4.2 eV/Å
LUMO level: -5.127 eV
electronic energy: -751.43316 Eh
HOMO level: -13.3 eV

Atomic partial charges in e from the Löwdin method, atoms 1 to 8: atom 1 (C): -0.7587, atom 2 (C): -0.4064, atom 3 (N): 0.1125, atom 4 (N): -0.0053, atom 5 (N): 0.0607, atom 6 (N): 0.1361, atom 7 (N): 0.2800, atom 8 (S): 0.7835

=====

ORCA calculation (the ωB97M-V functional and the def2-TZVPD basis) on a molecular structure, C9H19NPPb in a non-equilibrium geometry.

```
! wB97M-V def2-TZVPD RIJCOSX def2/J DEFGRID3
* xyz -1 1
C -0.8984 0.3998 -4.1381
Pb -1.3538 -0.7343 -1.9344
N -1.5521 -2.1531 0.3815
H -0.1090 -1.9688 -2.4679
H -0.6660 -2.1496 0.8880
H -1.6189 -0.5131 -3.8470
H -0.3911 0.0457 -5.0557
H -0.1152 0.6658 -3.4260
H -1.5276 1.2665 -4.3561
H -2.2462 -1.7279 1.0037
H -1.8239 -3.1248 0.2153
C 2.0971 1.8445 -0.4633
P 0.8820 0.4978 -0.6441
C 1.9520 -0.9911 -0.6070
C 0.1501 0.4952 1.0421
C 0.7312 -0.1656 2.1320
C 0.1086 -0.1249 3.3830
C -1.0794 0.5903 3.5605
C -1.6555 1.2624 2.4753
C -1.0408 1.2259 1.2250
H 2.6705 1.9555 -1.3912
H 2.7791 1.6242 0.3710
H 1.5665 2.7843 -0.2517
H 2.7355 -0.8862 0.1559
H 1.3675 -1.9041 -0.4291
H 2.4254 -1.0846 -1.5958
H 1.6744 -0.7054 2.0170
H 0.5647 -0.6500 4.2271
H -1.5534 0.6341 4.5444
H -2.5823 1.8296 2.6070
H -1.4908 1.7619 0.3787
*
```

molecular weight: 379.4 g mol⁻¹
relative energy (zero: lowest compared OMol25 entry of this formula, charge and spin): 0.00 kcal per mole
maximum force: 3.8 eV/Å
LUMO level (alpha / beta): 3.083 / 3.083 eV
electronic energy: -943.13395 Eh
HOMO level (alpha / beta): 0.0 / 0.0 eV

Atomic partial charges in e from the Löwdin method, atoms 1 to 8: atom 1 (C): -0.3512, atom 2 (Pb): 0.2853, atom 3 (N): -0.0752, atom 4 (H): -0.1641, atom 5 (H): -0.0042, atom 6 (H): -0.1550, atom 7 (H): 0.0276, atom 8 (H): -0.0791

=====

ORCA calculation (the ωB97M-V functional and the def2-TZVPD basis) on a molecular structure, C15H29GdN2O in a non-equilibrium geometry.

```
! wB97M-V def2-TZVPD RIJCOSX def2/J DEFGRID3
* xyz 2 8
C 1.7160 2.6442 -0.7710
H 2.5433 3.3649 -0.7027
H 1.9735 1.9588 -1.5999
H 1.7341 2.1114 0.2092
C 0.4142 3.4005 -1.0161
H -0.4041 2.7229 -1.3175
H 0.0868 3.8670 -0.0782
C 0.5814 4.5048 -2.0671
H -0.3446 5.0721 -2.1985
H 1.3642 5.2071 -1.7583
H 0.8676 4.0988 -3.0437
C -0.9741 -2.0091 -0.1106
C -1.6261 -1.1823 -1.0876
C -0.6794 -0.8951 -2.1318
C 0.5608 -1.5487 -1.8019
C 0.3725 -2.2487 -0.5581
C 1.3720 -3.0702 0.1738
C 1.8521 -1.4047 -2.5311
C -0.9380 -0.0359 -3.3212
C -3.0755 -0.8488 -1.0853
C -1.6267 -2.6566 1.0649
Gd 0.2040 0.0890 -0.1284
H 2.6983 -1.7163 -1.9013
H 1.8661 -2.0314 -3.4371
H 2.0229 -0.3618 -2.8512
H 2.3942 -2.7824 -0.1035
H 1.2588 -2.9530 1.2624
H 1.2504 -4.1417 -0.0598
H -2.4650 -2.0595 1.4531
H -2.0285 -3.6494 0.7909
H -0.9175 -2.8099 1.8907
H -3.2785 0.0449 -1.6882
H -3.6623 -1.6821 -1.5105
H -3.4492 -0.6688 -0.0660
H -0.1246 0.6907 -3.4830
H -1.0194 -0.6459 -4.2362
H -1.8774 0.5244 -3.2106
C 1.5592 -0.1911 4.7725
N 0.1836 0.0893 4.3657
C -0.2665 0.1717 3.1157
N -1.5805 0.5350 2.9832
O 0.4816 -0.0218 2.0892
H 2.1925 -0.3855 3.9032
H 1.5579 -1.0637 5.4321
H 1.9426 0.6705 5.3278
H -0.5047 0.2827 5.0882
H -2.0738 0.3979 2.1028
H -2.1339 0.6159 3.8312
*
```

molecular weight: 410.7 g mol⁻¹
maximum force: 4.7 eV/Å
LUMO level (alpha / beta): -9.226 / -6.828 eV
<S²>: 16.0553
electronic energy: -1538.83161 Eh
HOMO level (alpha / beta): -15.4 / -15.5 eV

Atomic partial charges in e from the Löwdin method, atoms 1 to 8: atom 1 (C): -0.1578, atom 2 (H): 0.1071, atom 3 (H): 0.0716, atom 4 (H): 0.0396, atom 5 (C): -0.3319, atom 6 (H): 0.0750, atom 7 (H): 0.1151, atom 8 (C): -0.0866

=====

ORCA calculation (the ωB97M-V functional and the def2-TZVPD basis) on a molecular structure, C54H135N9O22PbS in a non-equilibrium geometry.

```
! wB97M-V def2-TZVPD RIJCOSX def2/J DEFGRID3
* xyz 0 1
Pb -30.5396 -6.8887 -3.8724
S -31.1584 -7.3726 -6.5417
O -29.7667 -7.2072 -6.1767
O -31.4316 -7.4761 -7.9653
O -31.5519 -8.5171 -5.8303
O -31.7827 -6.2150 -5.8979
C -28.5075 -4.3190 -5.1209
O -29.2776 -4.8567 -4.1246
C -29.1622 -4.0403 -2.9327
C -30.3101 -4.4397 -1.9867
N -30.2741 -5.8602 -1.5466
C -31.5266 -6.2847 -0.8378
C -32.7844 -5.8621 -1.7093
O -32.7271 -6.2890 -3.0710
C -33.9052 -6.2239 -3.8140
H -28.6720 -4.7483 -6.1092
H -27.4694 -4.5618 -4.8936
H -28.4319 -3.2359 -5.2169
H -29.1262 -2.9612 -3.0821
H -28.2377 -4.3574 -2.4500
H -31.2236 -4.1080 -2.4800
H -30.2116 -3.7937 -1.1143
H -29.5063 -5.9373 -0.8950
H -31.5024 -5.9143 0.1871
H -31.4356 -7.3680 -0.7583
H -32.9872 -4.7985 -1.8347
H -33.6843 -6.3084 -1.2861
H -33.9115 -6.5335 -4.8591
H -34.3706 -5.2388 -3.7802
H -34.6512 -6.8513 -3.3262
C -31.6908 -3.3779 -7.4070
O -31.2357 -2.1842 -6.8104
C -30.2033 -1.5016 -7.5814
C -29.8914 -0.1834 -6.8370
N -28.8387 0.6015 -7.4946
C -28.2922 1.5646 -6.5153
C -29.3395 2.5673 -5.9655
O -30.0690 2.0225 -4.8399
C -31.1076 2.8327 -4.3320
H -30.9932 -4.2036 -7.2666
H -31.9523 -3.3215 -8.4636
H -32.5400 -3.8402 -6.9038
H -30.6760 -1.2000 -8.5161
H -29.3244 -2.0982 -7.8259
H -29.6473 -0.4422 -5.8067
H -30.8171 0.3889 -6.7769
H -28.1695 -0.1166 -7.7325
H -27.5035 2.0816 -7.0619
H -27.7707 1.0725 -5.6944
H -30.0998 2.7492 -6.7251
H -28.8391 3.4854 -5.6574
H -32.0118 2.3470 -4.6988
H -31.1655 3.8155 -4.7997
H -31.1174 2.8099 -3.2422
C -33.1964 -15.3116 -4.6598
O -32.6795 -14.2132 -5.4350
C -32.0058 -13.2209 -4.5760
C -31.6087 -12.0513 -5.4484
N -32.5755 -10.9262 -5.3889
C -33.7507 -11.2139 -6.1803
C -34.8309 -10.1392 -5.8781
O -36.1361 -10.3307 -6.4600
C -36.1891 -10.0961 -7.8586
H -33.8890 -15.8657 -5.2934
H -33.7238 -14.9286 -3.7861
H -32.5979 -16.1225 -4.2448
H -31.1196 -13.6454 -4.1042
H -32.6620 -12.8206 -3.8032
H -31.5233 -12.4679 -6.4520
H -30.6297 -11.6286 -5.2225
H -32.1398 -10.0541 -5.6529
H -34.1684 -12.2134 -6.0595
H -33.5799 -11.0826 -7.2488
H -34.5904 -9.1247 -6.1961
H -35.0566 -10.0273 -4.8176
H -36.0461 -9.0438 -8.1043
H -37.1775 -10.4488 -8.1533
H -35.3695 -10.6267 -8.3432
C -35.1212 -8.9456 -11.5171
O -34.1437 -9.6483 -10.7064
C -32.9221 -8.9952 -10.4834
C -32.0576 -9.9568 -9.6472
N -30.7073 -9.5382 -9.3667
C -30.0026 -10.4140 -8.4319
C -29.3005 -11.6413 -9.0840
O -28.8633 -12.5630 -8.1470
C -27.8391 -13.3820 -8.5362
H -36.0354 -9.5289 -11.6276
H -34.6087 -8.7724 -12.4634
H -35.4867 -7.9993 -11.1182
H -33.0360 -8.0444 -9.9628
H -32.2767 -8.7509 -11.3271
H -32.0468 -10.9384 -10.1209
H -32.6133 -10.2508 -8.7567
H -30.8758 -8.7080 -8.8167
H -30.6282 -10.7580 -7.6083
H -29.1653 -9.8642 -8.0021
H -28.5143 -11.2165 -9.7082
H -30.0978 -12.0917 -9.6751
H -27.4878 -13.9136 -7.6519
H -27.0367 -12.8143 -9.0072
H -28.1241 -14.1220 -9.2842
C -39.4038 -2.0284 -11.1054
O -39.2247 -2.8844 -9.9458
C -39.2398 -2.0858 -8.7406
C -39.0835 -2.9715 -7.5140
N -37.6878 -3.3998 -7.3890
C -37.3845 -4.4602 -6.4154
C -36.0103 -5.0739 -6.5499
O -35.8398 -5.7940 -7.8069
C -34.5925 -6.4317 -8.0040
H -40.2156 -1.3011 -11.1116
H -39.8274 -2.5576 -11.9590
H -38.5075 -1.5229 -11.4647
H -40.1575 -1.5692 -8.4595
H -38.5950 -1.2142 -8.8529
H -39.8208 -3.7637 -7.6445
H -39.3883 -2.4584 -6.6019
H -37.5180 -3.9317 -8.2306
H -38.0585 -5.3075 -6.5412
H -37.5264 -3.8974 -5.4928
H -35.8277 -5.8593 -5.8165
H -35.2031 -4.3544 -6.4123
H -34.6638 -7.1096 -8.8547
H -34.3166 -6.9329 -7.0763
H -33.7664 -5.7296 -8.1161
C -32.1959 -9.6109 -2.2574
O -31.0303 -9.0860 -2.8355
C -29.8812 -9.8720 -2.6468
C -28.7108 -9.2993 -3.4181
N -28.2905 -8.0236 -2.8615
C -27.4981 -7.2576 -3.8243
C -26.0573 -7.8189 -4.1137
O -25.1888 -7.5917 -3.0124
C -24.0060 -8.3637 -3.1784
H -32.2136 -9.6685 -1.1690
H -32.4660 -10.6035 -2.6175
H -33.1041 -9.0778 -2.5386
H -30.1264 -10.8963 -2.9273
H -29.4865 -9.9732 -1.6359
H -28.9248 -9.1911 -4.4814
H -27.9033 -10.0291 -3.3593
H -27.5358 -8.3279 -2.2633
H -27.3756 -6.3334 -3.2596
H -27.9997 -6.9976 -4.7565
H -25.5647 -7.2720 -4.9176
H -26.1762 -8.8683 -4.3834
H -24.1823 -9.3900 -3.5006
H -23.6147 -8.4131 -2.1623
H -23.2598 -7.7851 -3.7229
C -34.4198 -4.2669 1.6439
O -34.0470 -2.9911 1.3121
C -32.5925 -2.8881 1.2586
C -32.2013 -1.5162 0.6287
N -32.0098 -1.7238 -0.8222
C -31.5852 -0.5718 -1.5700
C -31.8030 -0.9829 -3.0705
O -33.2217 -1.2178 -3.3067
C -33.5321 -2.0632 -4.4539
H -33.9470 -5.1094 1.1393
H -35.4596 -4.3165 1.3206
H -34.2222 -4.3211 2.7145
H -31.9718 -3.7147 0.9129
H -32.3398 -2.7417 2.3087
H -31.3877 -1.1026 1.2245
H -33.0135 -0.7978 0.7399
H -32.9224 -1.9669 -1.1802
H -30.5359 -0.2884 -1.4877
H -32.1790 0.3307 -1.4251
H -31.1544 -1.8136 -3.3486
H -31.4446 -0.1707 -3.7031
H -33.0430 -3.0343 -4.3788
H -33.1978 -1.5096 -5.3313
H -34.5871 -2.3371 -4.4647
C -28.5175 -7.8084 -12.1248
O -28.3749 -6.4472 -11.7607
C -29.0544 -6.0906 -10.5094
C -28.2590 -6.6222 -9.2868
N -27.0516 -5.9143 -9.1513
C -26.2516 -6.3534 -8.0041
C -24.8585 -5.7482 -7.9812
O -24.1683 -6.3143 -9.0443
C -22.8126 -6.0285 -9.1243
H -29.5756 -8.0696 -12.1427
H -27.9015 -8.4608 -11.5060
H -28.1152 -7.9699 -13.1249
H -30.1102 -6.3593 -10.5433
H -29.0969 -5.0036 -10.4399
H -28.1203 -7.7033 -9.2936
H -28.9626 -6.4577 -8.4707
H -26.5090 -6.2167 -9.9476
H -26.1669 -7.4393 -7.9619
H -26.7937 -6.1286 -7.0855
H -24.3273 -6.0785 -7.0886
H -24.8879 -4.6706 -8.1425
H -22.6872 -4.9739 -9.3699
H -22.3686 -6.7869 -9.7691
H -22.5119 -6.2772 -8.1066
C -32.4379 -6.3198 -12.9255
O -33.0643 -6.9493 -14.0584
C -34.3342 -6.3241 -14.4477
C -34.7065 -6.6523 -15.8712
N -36.0030 -6.1372 -16.2354
C -36.2237 -6.3958 -17.6856
C -37.5521 -5.7632 -18.2759
O -38.5811 -6.7363 -18.2618
C -39.8573 -6.2439 -18.6975
H -31.3680 -6.5243 -12.8874
H -32.8280 -6.6901 -11.9774
H -32.5170 -5.2428 -13.0733
H -34.2984 -5.2635 -14.1988
H -35.1066 -6.5894 -13.7259
H -34.8532 -7.7266 -15.9827
H -33.8854 -6.4365 -16.5547
H -36.6857 -6.7444 -15.8049
H -36.2073 -7.4832 -17.7581
H -35.3723 -6.1134 -18.3047
H -37.3610 -5.4311 -19.2963
H -37.7994 -4.9688 -17.5717
H -40.6224 -6.9524 -18.3801
H -39.8965 -6.2873 -19.7860
H -40.0375 -5.1881 -18.4954
*
```

molecular weight: 1502.0 g mol⁻¹
maximum force: 5.2 eV/Å
LUMO level: -0.225 eV
electronic energy: -4876.96065 Eh
HOMO level: -7.5 eV

Atomic partial charges in e from the Löwdin method, atoms 1 to 8: atom 1 (Pb): 1.6780, atom 2 (S): 0.1123, atom 3 (O): -0.4383, atom 4 (O): -0.2917, atom 5 (O): -0.3511, atom 6 (O): -0.4212, atom 7 (C): -0.1210, atom 8 (O): -0.3325